# 1
Molecular formula: C5H7NO
Method: DFT, ωB97M-V/def2-TZVPD

Properties
- Energy above the lowest of the compared OMol25 structures with the same formula, charge and spin: 43.4 kcal/mol
- HOMO-LUMO gap: 9.81 eV
- SMILES: [H]/N=C/C=C\CC=O
- Spin multiplicity: 1

Element x y z (Å)
H  -1.159  2.023  -0.991
N  -0.668  1.130  -1.010
C  -1.408  0.149  -0.666
C  -0.810  -1.174  -0.415
C  0.469  -1.314  -0.034
C  1.381  -0.151  0.238
C  0.636  0.975  0.959
O  1.041  2.099  1.111
H  -2.482  0.251  -0.477
H  -1.462  -2.042  -0.480
H  0.855  -2.315  0.154
H  2.204  -0.447  0.899
H  1.815  0.251  -0.682
H  -0.307  0.621  1.433



# 2
Molecular formula: C5H7NO
Method: DFT, ωB97M-V/def2-TZVPD

Properties
- Energy above the lowest of the compared OMol25 structures with the same formula, charge and spin: 92.5 kcal/mol
- HOMO-LUMO gap: 8.19 eV
- Spin multiplicity: 1

Element x y z (Å)
C  1.488  -0.734  -0.759
C  0.454  -0.133  -0.139
C  -0.659  -0.830  0.540
N  -1.620  0.074  0.654
C  -1.328  1.387  0.192
O  -2.118  2.289  0.172
C  0.152  1.351  -0.173
H  2.403  -0.200  -1.004
H  1.443  -1.747  -1.137
H  0.969  -2.688  0.446
H  0.289  -2.408  0.638
H  -2.468  -0.102  1.180
H  0.686  1.966  0.558
H  0.309  1.776  -1.167



# 3
Molecular formula: C5H7NO
Method: DFT, ωB97M-V/def2-TZVPD

Properties
- Energy above the lowest of the compared OMol25 structures with the same formula, charge and spin: 4.6 kcal/mol
- HOMO-LUMO gap: 10.23 eV
- SMILES: O=C1CC=CCN1
- Spin multiplicity: 1

Element x y z (Å)
O  1.519  2.087  -0.542
C  0.824  1.178  -0.125
C  1.375  -0.164  0.329
C  0.549  -1.285  -0.248
C  -0.773  -1.150  -0.306
C  -1.407  0.125  0.195
N  -0.535  1.273  -0.015
H  1.325  -0.199  1.427
H  2.426  -0.211  0.046
H  1.052  -2.173  -0.614
H  -1.422  -1.933  -0.687
H  -1.656  0.013  1.261
H  -2.349  0.321  -0.322
H  -0.929  2.118  -0.399



# 4
Molecular formula: C5H7NO
Method: DFT, ωB97M-V/def2-TZVPD

Properties
- Energy above the lowest of the compared OMol25 structures with the same formula, charge and spin: 67.1 kcal/mol
- HOMO-LUMO gap (alpha / beta): 5.66 / 7.33 eV
- Spin multiplicity: 3
- <S²>: 2.032

Element x y z (Å)
C  0.694  1.030  -0.062
C  2.131  0.865  0.002
C  0.108  -0.163  0.117
C  1.925  -1.286  -0.238
C  -2.147  -0.370  -0.238
N  2.699  -0.243  0.048
O  -0.896  -0.949  0.072
H  0.342  2.074  -0.367
H  2.792  1.757  0.001
H  1.954  -2.186  0.362
H  1.636  -1.440  -1.221
H  -2.385  -0.269  -1.258
H  -2.319  0.580  0.219
H  -2.824  -1.147  0.057



Number 1: E -8834.3213 eV. Number 2: E -8832.1920 eV. Number 3: E -8836.0037 eV. Number 4: E -8828.4889 eV.